This record from the Open Molecules 2025 dataset describes a structure of composition C15H12CrNO2S3 in a non-equilibrium geometry. The level of theory is wB97M-V/def2-TZVPD.

```
34
C15H12CrNO2S3 | the Open Molecules 2025 dataset | wB97M-V/def2-TZVPD
Cr -0.941 -0.793 0.565
S 0.141 1.260 1.212
C -1.578 1.619 1.217
C -2.061 2.765 0.596
C -3.416 3.040 0.577
C -4.312 2.181 1.193
C -3.853 1.052 1.839
C -2.493 0.738 1.852
S -1.937 -0.671 2.722
H -1.355 3.443 0.141
H -3.782 3.923 0.075
H -5.374 2.388 1.178
H -4.539 0.390 2.349
O -2.634 -7.862 1.471
C -3.127 -7.388 0.289
O -3.467 -8.184 -0.560
C -3.158 -5.936 0.121
C -3.487 -5.428 -1.146
C -3.430 -4.084 -1.408
C -2.999 -3.183 -0.422
S -2.795 -1.508 -0.799
C -2.745 -3.678 0.863
C -2.836 -5.019 1.135
H -2.346 -7.128 2.030
H -3.766 -6.136 -1.914
H -3.683 -3.695 -2.383
H -2.471 -2.980 1.646
H -2.668 -5.333 2.159
C 2.754 -1.739 -1.614
C 1.445 -1.528 -1.048
N 0.414 -1.317 -0.534
H 2.767 -2.645 -2.224
H 3.495 -1.833 -0.816
H 3.031 -0.893 -2.247
```

Values from the calculation:
Total charge: -1
Kohn-Sham gap (alpha / beta) (eV): 5.68 / 6.21
DFT total energy (a.u.): -3023.19141
Energy above the lowest of the compared OMol25 structures with the same formula, charge and spin (eV): 1.059
E_LUMO (alpha / beta) (eV): 2.14 / 2.12
Multiplicity: 5